Molecular formula: C27H27FN4O10PS
Method: DFT, ωB97M-V/def2-TZVPD

Summary:
Total charge: +1
F_max, Eh/bohr: 0.0969
HOMO, eV: -11.06

The geometry in XYZ format:
```
71
Properties=species:S:1:pos:R:3:mulliken_charge:R:1
C -0.5464 -0.9082 0.3571 -0.24
N -2.2432 -0.8112 -7.8373 1.04
O 5.5769 -1.5951 9.3081 -0.56
H -1.6394 1.2429 7.7636 0.32
C -4.4942 0.2002 -7.5803 -0.16
H 2.4430 3.8968 3.6140 0.37
H 5.0660 0.6149 3.7332 0.40
H -2.0964 2.3767 -4.0532 0.43
C -0.9549 -1.8417 -0.5970 -0.27
C 4.7635 -0.5022 7.4294 0.01
H 6.8084 -0.8418 4.7294 0.39
H -0.9234 -0.4232 5.1462 0.32
S -1.0341 2.0714 4.8093 0.42
H -4.8887 0.4056 -11.4438 0.37
H 6.6342 -1.5598 7.0869 0.46
C -0.2219 -1.3251 1.6496 0.12
H 1.4461 0.5210 3.6348 0.20
O 3.6686 -0.5256 9.4759 -0.58
C -3.5983 -0.1686 -9.8141 -0.37
N 4.6620 -0.9041 8.8374 0.96
O -2.1773 -0.8937 -6.6025 -0.57
C -4.7735 0.3476 -10.3636 -0.45
H -0.6882 -1.7093 8.1322 0.29
H -0.7751 -4.6848 1.2568 0.45
H 0.7300 0.4759 5.6974 -0.05
O -1.3485 -1.1775 -8.6139 -0.59
F -2.3867 1.6373 3.7943 -0.22
H -0.4849 0.1455 0.0940 0.43
C 0.8503 0.8108 -4.8363 -0.22
C 5.9607 -0.5216 5.3310 -0.43
C -0.4626 0.5122 5.6798 0.12
H -1.2145 -1.5111 -1.6012 0.36
H -6.7194 1.1822 -9.9619 0.37
H 3.1222 1.3460 5.0888 0.47
N -0.3462 0.8314 -2.6628 0.98
C 3.8846 0.7097 5.5331 -0.06
C -0.7087 -3.6256 1.0180 -0.43
H 1.8003 0.8937 -6.7709 0.38
C -0.2447 1.2333 -4.0709 0.06
C -0.3090 -2.6847 1.9770 -0.08
H 0.0916 -0.5847 2.3827 0.23
H -1.8860 3.0816 -6.4115 0.41
C -0.2104 -0.6347 8.0852 -0.53
H 0.8414 -0.3735 8.5861 0.24
O 0.3261 -2.2607 4.1685 -0.64
C -1.2381 2.0462 -4.6341 -0.22
C -0.0300 2.0321 -6.7297 -0.51
C 4.9782 0.2965 4.7706 -0.66
H 1.6260 0.1758 -4.4134 0.43
C -5.8026 0.7857 -9.5287 -0.37
C -1.0334 -3.1964 -0.2703 -0.70
H -6.4690 1.0632 -7.4974 0.37
O 1.4893 1.2637 2.9605 -0.32
H 0.0578 2.3504 -7.7671 0.42
C -5.6636 0.7171 -8.1414 -0.52
O -0.0617 -4.3399 3.5854 -0.56
N 0.0091 -3.1264 3.3402 0.98
H -4.4026 0.1504 -6.4973 0.44
C -1.1236 2.4452 -5.9672 -0.52
C 0.9525 1.2140 -6.1693 -0.52
H -1.3511 -3.9181 -1.0198 0.39
H 2.9118 0.6411 7.4471 0.50
C 3.7701 0.3106 6.8662 -0.42
C -0.8992 0.4616 7.2934 -0.27
O -1.3395 1.2100 -2.0244 -0.57
C -3.4657 -0.2460 -8.4208 0.03
P 0.5547 2.6564 3.4504 0.46
C 5.8585 -0.9248 6.6639 -0.39
H -2.8056 -0.5059 -10.4783 0.43
O 0.5687 0.1405 -2.1921 -0.54
O 1.6094 3.8290 4.1945 -0.49
```